{
  "formula": "C58H169N28O9P9",
  "method": "ωB97M-V/def2-TZVPD",
  "species": ["C", "C", "C", "C", "N", "H", "H", "H", "H", "H", "H", "H", "O", "P", "N", "C", "C", "N", "C", "C", "N", "C", "C", "H", "H", "H", "H", "H", "H", "H", "H", "H", "H", "H", "H", "H", "H", "H", "H", "H", "H", "O", "P", "N", "C", "C", "N", "C", "C", "N", "C", "C", "H", "H", "H", "H", "H", "H", "H", "H", "H", "H", "H", "H", "H", "H", "H", "H", "H", "H", "O", "P", "N", "C", "C", "N", "C", "C", "N", "C", "C", "H", "H", "H", "H", "H", "H", "H", "H", "H", "H", "H", "H", "H", "H", "H", "H", "H", "H", "O", "P", "N", "C", "C", "N", "C", "C", "N", "C", "C", "H", "H", "H", "H", "H", "H", "H", "H", "H", "H", "H", "H", "H", "H", "H", "H", "H", "H", "O", "P", "N", "C", "C", "N", "C", "C", "N", "C", "C", "H", "H", "H", "H", "H", "H", "H", "H", "H", "H", "H", "H", "H", "H", "H", "H", "H", "H", "O", "P", "N", "C", "C", "N", "C", "C", "N", "C", "C", "H", "H", "H", "H", "H", "H", "H", "H", "H", "H", "H", "H", "H", "H", "H", "H", "H", "H", "O", "P", "N", "C", "C", "N", "C", "C", "N", "C", "C", "H", "H", "H", "H", "H", "H", "H", "H", "H", "H", "H", "H", "H", "H", "H", "H", "H", "H", "O", "P", "N", "C", "C", "N", "C", "C", "N", "C", "C", "H", "H", "H", "H", "H", "H", "H", "H", "H", "H", "H", "H", "H", "H", "H", "H", "H", "H", "O", "P", "N", "C", "C", "N", "C", "C", "N", "C", "C", "H", "H", "H", "H", "H", "H", "H", "H", "H", "H", "H", "H", "H", "H", "H", "H", "H", "H"],
  "coordinates": [[-0.0997, -0.3156, 1.1960], [-0.0570, 1.1523, 0.7845], [-0.8506, 1.3585, -0.5251], [-0.3208, 0.5435, -1.6774], [0.0800, -0.1749, -2.4903], [0.3418, -0.9545, 0.4506], [-1.1127, -0.6982, 1.2872], [0.4518, -0.4353, 2.0791], [0.9452, 1.5016, 0.6972], [-0.6204, 1.6462, 1.5744], [-0.7855, 2.4230, -0.7507], [-1.8960, 1.1149, -0.3315], [4.8419, -2.5528, 6.7038], [3.7249, -1.7245, 6.2002], [3.6806, -0.1257, 6.3679], [4.4400, 0.6825, 5.4349], [4.0057, 0.2463, 7.7535], [2.3836, -2.2003, 7.0761], [2.2902, -3.5448, 7.6112], [1.2004, -1.4585, 7.0665], [3.5042, -2.0226, 4.5928], [2.4191, -1.4904, 3.8623], [4.0688, -3.2952, 4.1349], [4.0240, 1.6995, 5.5128], [4.3311, 0.2790, 4.4225], [5.4822, 0.6594, 5.6774], [3.6062, -0.5100, 8.4504], [3.5692, 1.1988, 8.1132], [5.1137, 0.2789, 7.8683], [3.1943, -3.8005, 8.0686], [1.5094, -3.4666, 8.3125], [2.0337, -4.3646, 6.9256], [1.0725, -0.8266, 7.9282], [0.9147, -0.8727, 6.1602], [0.2983, -2.1325, 7.1704], [1.4631, -2.0145, 3.9351], [2.2456, -0.4787, 4.1360], [2.8760, -1.4714, 2.8714], [3.7967, -3.4442, 3.0678], [3.7622, -4.1988, 4.7031], [5.1678, -3.1873, 4.1850], [4.0282, -2.4800, -0.0071], [4.5656, -3.2033, -1.1883], [5.5051, -2.1933, -2.0359], [5.7257, -2.2506, -3.5017], [6.3845, -1.3090, -1.2427], [3.3720, -3.8344, -2.1181], [2.2749, -2.9368, -2.2900], [3.4051, -4.9876, -3.0386], [5.4228, -4.5910, -0.7489], [4.8478, -5.3849, 0.2899], [6.8184, -4.7855, -1.0314], [4.7840, -2.5739, -3.8941], [6.5780, -2.9250, -3.6784], [5.9289, -1.2446, -3.8622], [6.2442, -0.3033, -1.6316], [7.4361, -1.6362, -1.2193], [6.0973, -1.1899, -0.2036], [2.2251, -2.2601, -3.2030], [1.3295, -3.4764, -2.3236], [2.2893, -2.3170, -1.3866], [3.3094, -4.6854, -4.1082], [4.3297, -5.5727, -2.9380], [2.5869, -5.7266, -2.7726], [4.6794, -6.3985, -0.0311], [5.4518, -5.4456, 1.1413], [3.9097, -4.9687, 0.5362], [7.4307, -4.2388, -0.2765], [7.0674, -4.5638, -2.0725], [7.0019, -5.8708, -0.8680], [-2.5085, 1.0853, 4.3655], [-2.0756, 2.3241, 5.0893], [-2.9486, 2.6391, 6.4642], [-3.4672, 3.9737, 6.8143], [-3.4335, 1.4912, 7.2283], [-2.1263, 3.6615, 4.1168], [-3.4169, 3.9925, 3.5351], [-1.1531, 4.7311, 4.2603], [-0.5466, 2.0868, 5.5933], [0.4710, 1.5419, 4.6534], [0.0278, 2.7579, 6.7512], [-4.5032, 3.9874, 6.3989], [-2.8810, 4.7933, 6.3510], [-3.5164, 3.9950, 7.9357], [-2.8591, 0.5538, 7.1762], [-4.4582, 1.2081, 6.9142], [-3.3781, 1.7284, 8.2833], [-3.2764, 4.1522, 2.4853], [-4.0787, 3.1256, 3.7104], [-3.7870, 4.8549, 4.0623], [-0.8504, 5.1241, 3.2940], [-1.6348, 5.6141, 4.7052], [-0.3288, 4.3704, 4.8048], [1.3437, 1.3204, 5.2936], [0.1783, 0.5827, 4.1786], [0.6632, 2.2037, 3.7881], [0.9762, 3.1662, 6.4624], [0.1685, 1.9965, 7.5631], [-0.5704, 3.6475, 7.1056], [-5.4046, 1.2196, -0.7564], [-6.0522, 0.3732, 0.2034], [-5.0034, -0.6839, 0.9288], [-3.8695, -0.1106, 1.5862], [-5.2965, -2.0702, 1.2861], [-7.2591, -0.5478, -0.4708], [-6.9107, -1.6413, -1.3623], [-8.6549, -0.5011, -0.0889], [-6.7432, 1.2147, 1.4641], [-7.0155, 2.6510, 1.4530], [-7.3036, 0.5994, 2.6518], [-3.1230, -0.9098, 1.7242], [-4.1227, 0.2551, 2.6033], [-3.4090, 0.6906, 0.9857], [-6.3932, -2.1909, 1.3245], [-4.9222, -2.2802, 2.3167], [-4.8213, -2.7976, 0.6382], [-7.3240, -2.5500, -0.9032], [-7.4422, -1.5641, -2.3595], [-5.8513, -1.7847, -1.4528], [-8.7589, 0.2720, 0.7037], [-9.1859, -0.1088, -0.9281], [-8.9341, -1.4910, 0.2773], [-6.5959, 3.1684, 0.5722], [-8.1075, 2.8456, 1.5200], [-6.6160, 3.1910, 2.2895], [-8.3846, 0.7918, 2.8697], [-6.7784, 0.9313, 3.5752], [-7.1574, -0.4470, 2.6879], [4.6954, 1.2422, -5.5332], [3.6580, 1.7399, -6.5191], [3.8211, 3.4256, -6.6587], [3.3173, 4.2276, -7.8038], [4.2833, 4.1517, -5.4761], [2.0869, 1.4825, -6.1722], [1.3098, 2.5301, -5.5305], [1.6812, 0.0997, -5.9849], [3.9340, 1.0002, -7.9707], [5.2576, 0.3583, -8.1725], [2.9661, 0.7606, -8.9837], [4.0312, 4.3720, -8.5702], [3.0585, 5.2245, -7.4295], [2.4053, 3.7404, -8.2030], [4.8431, 5.0064, -5.8151], [4.8892, 3.5125, -4.8896], [3.4003, 4.4632, -4.9509], [1.3085, 2.4706, -4.4558], [1.6780, 3.4922, -5.8484], [0.2449, 2.3624, -5.8025], [2.2351, -0.3037, -5.1233], [0.6671, 0.0328, -5.6844], [1.9101, -0.4558, -6.9119], [5.1633, -0.7495, -8.3415], [5.8511, 0.8902, -8.9666], [5.9430, 0.4695, -7.3548], [2.7837, -0.3098, -9.2256], [3.1110, 1.2686, -9.9323], [1.9883, 1.1513, -8.6008], [-1.2757, 2.7359, -3.3055], [-2.0057, 3.9771, -3.5383], [-1.0625, 5.2604, -3.9784], [-0.0162, 5.7199, -3.0410], [-1.2152, 5.9033, -5.2696], [-2.9403, 4.4404, -2.3184], [-3.8265, 3.4368, -1.7747], [-3.2847, 5.8523, -2.0763], [-3.1123, 3.7809, -4.7454], [-4.3512, 4.4816, -4.8511], [-2.7481, 2.8611, -5.8714], [0.9296, 5.2353, -3.2066], [-0.3861, 5.5184, -2.0417], [0.1738, 6.7902, -3.1565], [-2.2967, 6.0463, -5.5412], [-0.7354, 5.3346, -6.0664], [-0.7405, 6.8732, -5.2928], [-3.6199, 2.4528, -2.2135], [-3.7450, 3.3169, -0.7185], [-4.8678, 3.6805, -1.9970], [-2.9203, 6.0975, -1.0602], [-2.8878, 6.5425, -2.8033], [-4.3650, 5.9702, -2.1063], [-4.5242, 4.8811, -5.8323], [-5.1874, 3.7638, -4.6996], [-4.5011, 5.2265, -4.0969], [-2.1830, 2.0299, -5.4668], [-2.2487, 3.3418, -6.6541], [-3.6840, 2.5037, -6.2388], [-1.6830, -3.3360, 1.3923], [-1.4145, -4.0154, 2.6994], [-2.1081, -3.1692, 3.9468], [-2.4165, -3.7916, 5.2483], [-1.8483, -1.7119, 4.0263], [0.2199, -4.2313, 2.9448], [0.6519, -4.5944, 4.3603], [1.2110, -4.3138, 1.8878], [-2.1352, -5.5269, 2.8378], [-3.4580, -5.6635, 2.2095], [-1.3827, -6.7790, 2.7927], [-3.4479, -3.5794, 5.6696], [-1.7133, -3.4687, 5.9909], [-2.3565, -4.8780, 4.9946], [-1.3368, -1.3929, 3.1707], [-1.1175, -1.5004, 4.8350], [-2.8036, -1.1971, 4.1105], [0.2109, -5.4425, 4.7462], [1.7032, -4.8656, 4.4276], [0.4773, -3.7228, 5.0039], [1.6229, -5.3168, 1.8304], [0.8474, -4.0390, 0.8689], [2.0203, -3.6250, 2.0061], [-3.9819, -6.4639, 2.7931], [-3.9886, -4.7426, 2.3169], [-3.4396, -5.9589, 1.1150], [-1.8969, -7.5455, 3.3769], [-0.4367, -6.6836, 3.2693], [-1.2215, -7.1236, 1.7670], [4.6807, 2.7233, 2.3337], [4.3052, 2.7926, 0.8949], [5.4296, 3.3629, -0.2038], [6.5237, 2.4735, -0.5521], [5.6258, 4.7693, -0.3301], [3.0725, 3.9248, 0.6383], [2.5338, 4.1352, -0.7364], [2.1683, 4.2311, 1.7824], [3.9849, 1.2453, 0.4088], [3.5704, 0.2507, 1.3350], [3.6757, 0.9742, -0.9891], [6.8226, 2.3668, -1.6119], [6.2515, 1.4636, -0.2360], [7.3611, 2.8368, 0.0353], [5.4850, 5.2798, 0.6724], [5.0120, 5.1650, -1.1588], [6.7148, 4.9141, -0.4836], [2.3249, 5.1980, -0.8530], [3.3162, 3.8605, -1.4590], [1.6587, 3.5071, -0.8700], [2.6528, 3.9402, 2.6981], [1.9804, 5.3364, 1.7429], [1.1982, 3.7384, 1.6866], [3.9673, -0.7279, 0.9834], [4.0279, 0.4082, 2.3160], [2.4812, 0.1898, 1.3566], [2.6442, 0.7830, -1.1782], [4.2436, 0.0899, -1.1545], [4.1245, 1.7499, -1.6469], [-4.9468, -3.5764, -4.5707], [-3.7533, -3.0859, -3.8826], [-3.1792, -1.5482, -4.1528], [-3.8032, -0.4622, -3.4417], [-2.9341, -1.2213, -5.5636], [-2.4576, -4.0017, -4.4058], [-1.0791, -3.8481, -3.9639], [-2.5892, -5.2687, -5.0974], [-3.8787, -3.1021, -2.2162], [-2.7897, -2.6029, -1.3893], [-4.5380, -4.2393, -1.6329], [-4.6839, -0.0442, -4.0393], [-3.0978, 0.2983, -3.2674], [-4.1648, -0.8692, -2.4860], [-2.7772, -2.1701, -6.1218], [-1.9586, -0.6750, -5.6677], [-3.8097, -0.6946, -6.0349], [-0.9109, -4.7924, -3.3112], [-0.4436, -4.0687, -4.7997], [-0.8656, -2.9344, -3.3834], [-2.0945, -5.4304, -6.0595], [-2.2286, -6.0482, -4.4083], [-3.6211, -5.5830, -5.2480], [-2.3603, -1.7538, -1.8701], [-3.1530, -2.2310, -0.3875], [-2.0202, -3.3610, -1.1532], [-3.8215, -5.0900, -1.4688], [-5.4201, -4.5444, -2.1426], [-4.8445, -3.9691, -0.6448]],
  "e_lumo_ev": 0.362,
  "molar_mass_g_mol": 1681.943,
  "smiles": "CN(C)P(=O)(N(C)C)N(C)C.CN(C)P(=O)(N(C)C)N(C)C.CN(C)P(=O)(N(C)C)N(C)C.CN(C)P(=O)(N(C)C)N(C)C.CN(C)P(=O)(N(C)C)N(C)C.CN(C)P(=O)(N(C)C)N(C)C.CN(C)P(=O)(N(C)C)N(C)C.CN(C)P(=O)(N(C)C)N(C)C.CN(C)P(=O)(N(C)C)N(C)C.CCCC#N",
  "total_charge": 0,
  "total_energy_ha": -7594.1813,
  "orbital_gap_ev": 8.22
}

{
  "formula": "C9H12N2O",
  "method": "ωB97M-V/def2-TZVPD",
  "species": ["C", "C", "C", "C", "C", "C", "C", "C", "C", "H", "H", "H", "H", "H", "H", "H", "H", "H", "H", "H", "H", "N", "N", "O"],
  "coordinates": [[-0.5419, -2.1925, 0.9798], [-0.8228, -0.7292, 0.9940], [0.0102, 1.5333, 1.5445], [-0.4367, -0.1709, -0.4038], [0.8888, -0.1661, -0.6628], [1.5770, 0.2127, -1.8994], [0.7359, 0.6358, -2.9941], [-0.6530, 0.7639, -2.5999], [-1.2892, 0.1939, -1.5207], [0.5789, -2.3638, 1.0343], [-0.9860, -2.5318, 1.8274], [-1.0695, -2.8230, 0.2517], [-1.8201, -0.5348, 1.4325], [-1.1221, 1.6085, 1.0539], [0.6871, 2.1363, 0.9200], [0.1781, 2.0810, 2.5750], [1.6453, -0.6276, 0.0352], [2.5918, 0.6189, -1.7575], [1.2007, 1.1038, -4.0154], [-1.5474, 1.3560, -3.2685], [-2.3899, 0.2487, -1.3877], [0.0573, 0.0954, 1.9014], [0.8572, -0.6410, 2.7063], [1.6704, 0.1922, 3.2535]],
  "e_lumo_ev": 0.526,
  "molar_mass_g_mol": 164.208,
  "e_above_lowest_kcal_mol": 148.7,
  "smiles": "C[C@H](c1ccccc1)N(C)N=O",
  "total_charge": 0,
  "total_energy_ha": -534.6743,
  "orbital_gap_ev": 9.77
}